# 1
{"formula": "C50H43F5N3O4PS3Ta", "method": "ωB97M-V/def2-TZVPD", "spin_multiplicity": 1, "homo_ev": -9.6, "charge": 1, "homo_lumo_gap_ev": 5.84, "symbols": ["Ta", "C", "C", "C", "C", "C", "O", "C", "N", "C", "C", "C", "C", "C", "C", "P", "C", "C", "C", "C", "C", "C", "C", "C", "C", "C", "C", "C", "H", "H", "H", "H", "H", "H", "H", "H", "H", "H", "H", "H", "H", "H", "H", "H", "H", "H", "H", "H", "H", "H", "H", "H", "O", "C", "O", "C", "C", "C", "C", "C", "C", "S", "H", "H", "H", "H", "O", "N", "C", "C", "C", "C", "C", "S", "H", "H", "H", "H", "F", "C", "F", "C", "F", "F", "F", "N", "S", "C", "C", "C", "C", "C", "C", "C", "C", "C", "C", "C", "C", "H", "H", "H", "H", "H", "H", "H", "H", "H", "H", "H"], "coordinates": [[11.961838, 13.809918, 12.099413], [15.050971, 11.882089, 7.798251], [15.788307, 13.241642, 7.603396], [17.011383, 13.396870, 8.506485], [14.784844, 14.412595, 7.617513], [15.162863, 15.474383, 6.629160], [15.077037, 16.723126, 7.335272], [14.900796, 16.399909, 8.685643], [14.694172, 15.161579, 8.911382], [15.287192, 17.553527, 9.578881], [16.525954, 18.086209, 9.218683], [17.013400, 19.288664, 9.736033], [16.199310, 20.001155, 10.630728], [14.971911, 19.469637, 11.093817], [14.528558, 18.230486, 10.607562], [12.866799, 17.655764, 11.087030], [11.917185, 18.697672, 9.929383], [11.304599, 18.137223, 8.784741], [10.581043, 18.900673, 7.901641], [10.352498, 20.237285, 8.201681], [11.033828, 20.827941, 9.262026], [11.806663, 20.082549, 10.136840], [12.527487, 18.307722, 12.736883], [13.479257, 18.399560, 13.772825], [13.176857, 19.133943, 14.915851], [11.902559, 19.693422, 15.074768], [10.893863, 19.408336, 14.177041], [11.203178, 18.722734, 13.019005], [15.701760, 11.036298, 7.590327], [14.225301, 11.854371, 7.078752], [14.652677, 11.784633, 8.815091], [16.180628, 13.134967, 6.572232], [16.672364, 13.664153, 9.494277], [17.697589, 14.195040, 8.144948], [17.523057, 12.418318, 8.526602], [13.788180, 14.000049, 7.350982], [14.505593, 15.527681, 5.745864], [16.215667, 15.416209, 6.288431], [17.144467, 17.496977, 8.518391], [18.025687, 19.584419, 9.366279], [16.536396, 20.973537, 11.045730], [14.374202, 20.028100, 11.792405], [11.495492, 17.096217, 8.578673], [10.196940, 18.388055, 6.989458], [9.776596, 20.872671, 7.533222], [10.900356, 21.895752, 9.499230], [12.301883, 20.541481, 11.004351], [14.432315, 17.872791, 13.667710], [13.919644, 19.290322, 15.704146], [11.715533, 20.358910, 15.919381], [9.871992, 19.772305, 14.300037], [10.407196, 18.438802, 12.338185], [13.469460, 14.963339, 15.462136], [12.459411, 14.930118, 14.800288], [12.504665, 15.054822, 13.439038], [11.140516, 14.779445, 15.448867], [11.143067, 14.643158, 16.829064], [9.949757, 14.550118, 17.506826], [8.745394, 14.820530, 16.856811], [8.737535, 15.065006, 15.505193], [9.926674, 14.922352, 14.736925], [9.684272, 14.887023, 13.036583], [12.116413, 14.613542, 17.351847], [10.014571, 14.415554, 18.590927], [7.761163, 14.906787, 17.388565], [7.848681, 15.395207, 15.024587], [11.144034, 14.866015, 10.688686], [10.200482, 14.220385, 9.885154], [9.143774, 14.949523, 9.436283], [8.286268, 14.390494, 8.521089], [8.586883, 13.139099, 8.003965], [9.707971, 12.466614, 8.407711], [10.502200, 12.941280, 9.420446], [11.975443, 12.247099, 9.944774], [9.076335, 15.943348, 9.807258], [7.383797, 14.926124, 8.169496], [7.929279, 12.649920, 7.265746], [9.970715, 11.514737, 7.948052], [13.918285, 12.289478, 12.863726], [14.125424, 13.340112, 11.913782], [14.566988, 12.739284, 10.771204], [15.410674, 14.102306, 12.394085], [16.558658, 13.354614, 12.189605], [15.553930, 15.228497, 11.665288], [15.281460, 14.454306, 13.681384], [11.006079, 12.210290, 12.858445], [11.139098, 10.535019, 12.558051], [9.513022, 10.090304, 12.064236], [9.408585, 9.593209, 10.765764], [8.133467, 9.383660, 10.245055], [7.007071, 9.747308, 10.930383], [7.118162, 10.318038, 12.177955], [8.373074, 10.442268, 12.775352], [11.230084, 9.926218, 14.199119], [11.701672, 10.614650, 15.326615], [11.691440, 10.031918, 16.602502], [11.246118, 8.717962, 16.738111], [10.785163, 7.989474, 15.635193], [10.833036, 8.605895, 14.383825], [10.194709, 12.393939, 13.414698], [10.277665, 9.340317, 10.184207], [8.045363, 8.928877, 9.239610], [6.037603, 9.652395, 10.473264], [6.274418, 10.676820, 12.780235], [8.449947, 10.732395, 13.829220], [12.064800, 11.656973, 15.228231], [11.966288, 10.639153, 17.440188], [11.295594, 8.200575, 17.721594], [10.318088, 6.997132, 15.786173], [10.574232, 7.987891, 13.543817]], "forces_ev_per_a": [[-1.4, 1.4, -0.2], [0.0, 0.8, 0.3], [-0.1, -1.2, -0.5], [-0.1, 0.0, -0.5], [-0.5, -0.1, 0.5], [0.6, 1.2, -1.0], [-0.3, 0.3, 1.0], [0.4, -1.0, -1.0], [0.0, 0.1, 0.2], [-0.7, 0.8, 0.7], [0.3, -0.3, -0.1], [-0.1, -0.3, -0.1], [0.3, 0.3, 0.5], [1.6, -0.6, -1.2], [0.5, 0.0, -0.9], [0.1, -1.8, -0.6], [-0.6, 0.6, -0.2], [1.1, -0.1, 1.2], [-0.7, -0.4, -0.7], [0.6, 0.4, -0.6], [-0.5, 0.8, 0.7], [0.0, -0.7, 0.0], [-0.6, 0.7, 0.8], [-0.2, -0.1, -0.5], [-0.3, 0.0, 0.2], [0.5, 0.3, 0.6], [-0.3, 0.2, -0.3], [0.6, -0.6, -0.4], [0.2, 0.0, 0.0], [0.0, -0.2, 0.2], [0.1, -0.1, -0.4], [-0.3, 0.5, 0.2], [0.1, 0.0, 0.5], [-0.4, -0.6, 0.2], [0.1, 0.6, 0.1], [0.4, 0.2, 0.4], [0.3, 0.0, 0.3], [-0.5, -0.3, 0.1], [-0.4, 0.6, 0.3], [-1.1, 0.2, 0.7], [-0.2, -0.7, -0.4], [0.0, 0.0, 0.2], [-0.1, -0.3, 0.0], [0.1, 0.8, 0.8], [0.0, -0.2, 0.1], [0.0, -0.5, -0.4], [-0.3, -0.1, -0.5], [-0.1, 0.5, 0.0], [-0.2, -0.2, -0.4], [0.0, -0.3, -0.1], [0.3, -0.1, 0.2], [0.1, 0.3, -0.2], [-0.6, 0.1, -0.8], [1.0, 0.1, 1.4], [0.6, -0.8, 0.1], [-0.5, 0.3, -1.5], [0.3, -0.3, 0.5], [0.3, 0.3, 1.1], [-1.0, 0.3, 0.4], [1.3, -0.2, 0.1], [-0.6, -0.1, 1.5], [0.4, -0.4, -0.9], [-0.7, -0.1, -0.4], [-0.3, 0.0, -0.4], [1.2, -0.2, -0.3], [-0.6, -0.1, -0.5], [-1.2, -0.8, -1.7], [0.5, -0.1, -0.3], [0.4, -0.7, 0.0], [-0.8, 0.6, -0.1], [-0.6, -0.6, -0.6], [-0.5, -1.1, -0.5], [1.1, 1.8, 0.7], [-0.1, 0.1, 0.3], [-0.1, 0.6, 0.4], [0.8, -0.2, 0.4], [0.4, 0.5, 0.4], [0.0, 0.2, 0.2], [-0.2, 0.0, -0.1], [2.2, 0.0, -0.4], [-0.4, -0.2, 0.4], [0.2, 0.5, -0.2], [-1.7, 0.8, 0.7], [-0.1, -0.6, 0.5], [0.7, -0.6, -0.8], [0.5, -1.7, -0.5], [0.5, 1.8, 0.6], [-0.3, 0.2, -0.9], [-0.5, -0.1, 0.3], [0.9, -0.7, -1.4], [-0.6, 0.5, 0.0], [0.4, 0.4, 1.6], [-0.2, -0.1, 0.6], [0.2, -1.0, 1.9], [0.1, 1.3, -0.3], [-0.4, -0.5, -1.4], [0.1, -0.6, 0.8], [0.0, 0.6, 0.3], [-0.3, -0.9, 0.1], [-0.6, 0.2, 0.5], [0.3, 0.0, -0.1], [0.0, 0.4, 0.7], [-0.2, -0.2, -0.1], [0.1, -0.4, -0.5], [0.0, 0.2, -0.4], [-0.3, -0.7, 0.0], [0.3, 0.0, 0.3], [-0.2, 0.7, -0.7], [0.7, 0.6, -0.3], [-0.4, 0.0, -0.4]]}

=====

# 2
{"formula": "C30H34AsClN4O3PS2Tm", "method": "ωB97M-V/def2-TZVPD", "spin_multiplicity": 3, "homo_ev": [-13.0, -13.0], "charge": 2, "homo_lumo_gap_ev": [7.40, 7.41], "symbols": ["Tm", "Cl", "C", "C", "C", "C", "O", "C", "C", "O", "C", "H", "H", "H", "H", "N", "N", "C", "N", "S", "H", "H", "H", "H", "H", "O", "N", "C", "C", "C", "C", "C", "C", "C", "P", "C", "C", "C", "C", "C", "C", "C", "C", "C", "C", "C", "C", "H", "H", "H", "H", "H", "H", "H", "H", "H", "H", "H", "H", "H", "H", "H", "H", "C", "As", "C", "C", "S", "H", "H", "H", "H", "H", "H", "H", "H", "H"], "coordinates": [[0.189108, -1.299411, -0.039578], [6.078208, 3.343289, 1.168414], [4.895564, 2.205606, 0.757758], [4.988707, 1.574503, -0.498918], [4.148013, 0.585252, -0.867052], [3.000267, 0.196771, -0.048867], [2.099115, -0.618698, -0.505876], [3.008143, 0.739760, 1.303168], [2.025749, 0.379912, 2.225666], [0.957241, -0.228134, 1.822370], [3.985489, 1.701877, 1.671145], [5.826993, 1.709634, -1.154245], [4.238166, 0.011560, -1.793700], [2.037058, 0.741908, 3.260779], [3.993351, 1.988243, 2.762387], [-1.587661, -1.430747, 1.850060], [-2.852534, -2.109941, 1.474549], [-3.191722, -2.512354, 0.228232], [-4.414204, -3.034652, 0.073206], [-2.143052, -2.340767, -1.065952], [-1.133630, -2.076084, 2.465450], [-1.753316, -0.534904, 2.348990], [-3.515755, -2.135242, 2.251690], [-5.054874, -3.185644, 0.814138], [-4.647956, -3.428869, -0.808257], [1.022128, -2.040910, -2.809221], [0.138116, -0.948551, -2.541215], [-0.755616, -0.780671, -3.475179], [-1.858720, 0.200683, -3.518707], [-2.480576, 0.268222, -4.801804], [-3.545786, 1.171755, -4.899728], [-3.911877, 2.009662, -3.854150], [-3.191241, 2.047579, -2.680241], [-2.186601, 1.086788, -2.499715], [-1.289636, 1.145004, -0.885753], [-2.446192, 1.451637, 0.463369], [-2.010210, 1.988981, 1.700399], [-2.859424, 1.972935, 2.829642], [-4.092270, 1.417539, 2.633815], [-4.585082, 0.962907, 1.401610], [-3.738133, 0.905040, 0.285699], [-0.310360, 2.676491, -1.205390], [-0.745197, 4.042354, -1.056740], [0.071956, 5.127498, -1.350784], [1.387358, 4.907411, -1.701614], [1.864933, 3.575954, -1.859942], [1.046447, 2.482043, -1.599761], [1.923822, -1.677837, -2.673705], [-0.625539, -1.448272, -4.348784], [-2.149782, -0.472169, -5.486302], [-4.039179, 1.260342, -5.852113], [-4.722956, 2.668275, -4.003036], [-3.599125, 2.760644, -1.875733], [-0.969799, 2.352761, 1.734624], [-2.531620, 2.387609, 3.790823], [-4.872671, 1.427742, 3.375946], [-5.662742, 0.651315, 1.408190], [-4.207502, 0.573785, -0.608974], [-1.790128, 4.276818, -0.842135], [-0.323394, 6.110455, -1.198231], [2.093374, 5.717383, -1.755019], [2.867041, 3.377297, -2.157154], [1.346354, 1.497548, -1.740908], [3.165256, -5.907530, 2.258228], [2.534261, -4.037545, 2.104350], [1.952452, -3.330307, 3.759002], [4.025488, -3.044740, 1.552907], [0.803246, -3.869913, 0.887774], [4.066755, -5.922733, 2.893936], [3.396535, -6.335364, 1.257060], [2.401445, -6.603438, 2.744945], [1.321731, -2.501108, 3.512793], [2.758444, -3.062998, 4.443203], [1.314821, -4.120918, 4.230642], [4.884569, -3.334144, 2.154341], [3.712946, -2.026521, 1.656480], [4.225402, -3.279651, 0.506728]], "forces_ev_per_a": [[-0.4, 0.2, 0.1], [0.4, 0.7, 0.3], [-0.8, -1.2, 0.7], [0.3, -0.5, 0.1], [-2.6, -1.5, 0.3], [1.4, 0.9, 0.2], [1.3, 0.4, -0.2], [0.6, -0.2, -1.3], [-2.6, -0.4, -1.5], [1.1, 0.3, 1.3], [0.6, 0.6, 0.9], [0.3, 0.7, -0.1], [0.2, 0.5, 0.2], [0.2, -0.2, -0.1], [0.1, 0.1, -1.4], [-1.7, -0.5, -1.6], [0.8, 1.1, 1.6], [0.1, 0.4, 1.0], [0.9, 0.4, 0.0], [0.0, -0.2, -0.5], [0.4, -0.4, 0.5], [-0.3, -0.6, -0.6], [0.1, -0.1, -0.6], [-0.4, 0.0, 0.7], [-0.1, -0.2, -0.6], [-0.1, 0.4, -0.1], [-1.0, 0.2, -0.6], [1.5, -0.8, 0.6], [0.7, -0.4, -1.0], [-0.7, 1.0, 3.0], [0.8, -0.7, -1.0], [0.9, -0.3, -0.5], [-1.1, 0.1, 0.9], [-0.4, 0.7, 1.4], [1.3, 0.6, -0.5], [-0.8, -0.2, -0.3], [0.1, -0.5, -0.4], [1.5, 0.1, -0.9], [-2.1, -0.1, -0.2], [0.1, -0.4, 0.3], [-0.6, 1.1, 2.3], [0.9, 1.6, 0.5], [-0.6, -1.6, -0.7], [0.1, -0.9, 0.5], [0.8, -1.5, 0.1], [-1.1, 0.7, 0.4], [-2.0, 2.0, 0.3], [-0.6, 0.0, 0.1], [-0.2, 0.4, 0.3], [-0.2, -0.1, -1.1], [-0.4, 0.0, -0.1], [-0.8, 0.6, -0.1], [1.2, -1.2, -1.1], [-0.7, 0.0, 0.2], [-0.2, -0.2, -0.5], [0.3, 0.1, 0.7], [1.2, 0.2, -0.4], [0.4, -0.3, -0.9], [0.2, -0.3, 0.3], [0.0, 0.4, -0.1], [0.0, 0.2, -0.4], [0.7, 0.1, -0.2], [0.9, -1.6, -0.2], [-0.8, -0.8, 0.4], [-0.3, -1.7, -0.1], [-0.2, -1.3, 1.3], [0.3, -0.4, -0.7], [-0.2, 0.1, -0.5], [-0.3, 0.1, -0.3], [-0.1, 0.6, 0.6], [0.8, 1.2, -0.7], [-0.2, 0.6, 0.0], [0.0, 0.0, -0.1], [0.5, 0.7, -0.3], [0.0, 0.3, 0.1], [0.3, 0.8, 0.1], [0.0, 0.1, 0.0]]}

=====

Calculated ΔE to the lowest compared entry with this formula, charge and spin in order - 0.0; 14.8 kcal per mole
Calculated E_tot in order - -4488.37441; -6526.82452 hartree